Entry 1:
This record from the Open Molecules 2025 dataset describes a 2-piece molecular cluster, C8H15F3N2O4 overall. The level of theory is the ωB97M-V functional and the def2-TZVPD basis.

Properties
**Gap between HOMO and LUMO**: 0.3758 Ha
**Structure (SMILES)**: [H]/N=C(/C)CN(C[C@H](O)C(F)(F)F)C(=O)O.CO

Each line ends with the Mulliken charge.
Element x y z (Å)
H: 0.21652 1.13336 -1.31045  0.32
N: 1.23298 1.16228 -1.20878  -0.78
C: 1.57746 0.70417 -0.08602  1.06
C: 3.02484 0.68318 0.31824  -1.22
C: 0.58727 0.08236 0.89555  -0.86
N: -0.76025 0.64183 0.78279  0.36
C: -1.87054 -0.29331 0.95193  -1.16
C: -3.05289 -0.01406 -0.01056  -0.01
O: -2.85080 1.18090 -0.71506  -0.50
C: -4.39385 -0.04395 0.72238  0.74
F: -4.71865 -1.31818 1.00728  -0.28
F: -4.43953 0.64168 1.86029  -0.22
F: -5.36147 0.45281 -0.08084  -0.31
C: -0.97860 1.84658 1.42635  0.24
O: -2.03843 2.20162 1.84023  -0.52
O: 0.15075 2.62875 1.48132  -0.46
H: 3.38140 1.70375 0.47102  0.31
H: 3.60425 0.21370 -0.47650  0.29
H: 3.17677 0.10246 1.23114  0.33
H: 0.52033 -0.97829 0.63910  0.38
H: 0.97372 0.12373 1.92138  0.29
H: -2.21071 -0.30572 1.99106  0.45
H: -1.49381 -1.28621 0.71275  0.52
H: -3.12265 -0.85492 -0.71458  0.34
H: -3.69834 1.49643 -1.05150  0.37
H: 0.47872 2.66472 2.38848  0.34
C: 3.88692 -2.72545 -2.53102  -0.59
O: 3.44336 -1.48922 -1.98993  -0.44
H: 4.76205 -3.02601 -1.95917  0.23
H: 3.12686 -3.50632 -2.44061  0.25
H: 4.17400 -2.62935 -3.58116  0.26
H: 2.67234 -1.19331 -2.48516  0.26

=====

Entry 2:
This record from the Open Molecules 2025 dataset describes one molecule with the formula C21H24N2O4S. The level of theory is the ωB97M-V functional and the def2-TZVPD basis.

Properties
**Gap between HOMO and LUMO**: 0.3211 Ha
**ΔE to the lowest compared entry with this formula, charge and spin**: 4.08 kJ/mol
**Structure (SMILES)**: CSCC[C@@H](NC(C)=O)C(=O)OCC(=O)N(c1ccccc1)c1ccccc1

Each line ends with the Mulliken charge.
Element x y z (Å)
C: -6.74480 -0.79293 -0.47768  -0.85
S: -5.11981 -1.56179 -0.23599  -0.13
C: -4.20692 -0.75572 -1.60744  -0.77
C: -2.74492 -0.51263 -1.26008  -0.90
C: -2.55092 0.75953 -0.40874  0.02
N: -3.20216 0.67739 0.87119  0.01
C: -4.39696 1.25605 1.12513  0.74
C: -4.92138 0.97198 2.51332  -1.35
O: -4.98647 1.92937 0.30371  -0.65
C: -1.05805 0.93616 -0.20460  0.44
O: -0.46114 0.59803 0.78512  -0.66
O: -0.48213 1.48479 -1.27420  -0.27
C: 0.93855 1.49175 -1.25343  -0.61
C: 1.41761 0.03478 -1.12416  0.58
O: 0.73185 -0.87068 -1.54229  -0.64
N: 2.60407 -0.14294 -0.48756  0.76
C: 3.48893 0.91617 -0.16958  -0.82
C: 3.91225 1.07486 1.14574  0.10
C: 4.79492 2.08905 1.46750  -0.76
C: 5.26275 2.94548 0.48412  -0.37
C: 4.85123 2.77992 -0.82773  -0.84
C: 3.97057 1.76584 -1.15941  0.10
C: 3.00985 -1.44526 -0.08642  0.09
C: 2.10644 -2.31234 0.51358  -0.37
C: 2.52481 -3.57156 0.90354  -0.67
C: 3.83837 -3.96512 0.71008  -0.44
C: 4.73979 -3.09300 0.12311  -0.71
C: 4.33008 -1.83487 -0.27817  0.01
H: -6.64637 0.28397 -0.36999  0.25
H: -7.39881 -1.19012 0.29155  0.34
H: -7.12633 -1.05459 -1.46075  0.31
H: -4.28419 -1.41544 -2.47248  0.47
H: -4.71655 0.18427 -1.81365  0.39
H: -2.34339 -1.37333 -0.72088  0.27
H: -2.16751 -0.39501 -2.17853  0.41
H: -2.96428 1.62237 -0.94188  0.42
H: -2.75120 0.10126 1.56501  0.25
H: -4.16794 1.20747 3.26047  0.39
H: -5.81292 1.56554 2.69315  0.34
H: -5.17321 -0.08416 2.58715  0.30
H: 1.23865 1.92849 -2.20621  0.21
H: 1.30311 2.09801 -0.41832  0.41
H: 3.54126 0.40250 1.90433  0.49
H: 5.11701 2.21228 2.49037  0.40
H: 5.95157 3.73648 0.73832  0.41
H: 5.22402 3.43651 -1.59936  0.40
H: 3.66700 1.61837 -2.18499  0.53
H: 1.08788 -1.99632 0.67181  0.39
H: 1.82098 -4.24591 1.36762  0.39
H: 4.16023 -4.94866 1.01770  0.39
H: 5.76579 -3.39354 -0.02878  0.39
H: 5.02879 -1.15274 -0.74034  0.44